[1]
86
Properties=species:S:1:pos:R:3 method="wB97M-V/def2-TZVPD" charge=+2 total_energy_ha=-5337.882676 spin_multiplicity=2 lumo_energy_ev="-5.26 / -6.04" relative_energy_kj_mol=41.81 homo_lumo_gap_ev="7.00 / 6.18" homo_energy_ha="-0.4503 / -0.4490" max_force_ev_per_a=0.63
H 0.8122 -4.6289 -4.3441
S -3.4943 -0.9181 -0.1845
C 3.6925 3.0668 0.6966
H -2.7532 -6.3134 0.8164
C -1.5878 4.1866 0.3123
C -1.4503 -2.9488 -2.4684
H 1.3563 0.4075 -4.0262
C -2.7017 3.6237 -1.9001
C 2.8065 1.0623 -1.5251
H -0.5775 3.8536 -1.5708
C 0.3998 -4.0203 -3.5515
C 2.1223 2.4026 -3.5886
H 2.8342 5.1811 3.2116
H 2.4349 3.2808 -4.1555
C -1.1875 2.8189 0.8646
H -2.6160 4.3695 0.6372
H 0.5551 4.3943 2.6622
C -1.5548 0.2588 4.4617
H 0.8027 -1.1556 4.3760
C -3.5177 -2.6301 0.2073
H 4.0359 1.4881 -3.2023
H -2.7785 2.5650 -1.6435
H -1.9472 -1.5897 5.3441
H 3.6540 0.6773 -0.9566
H -5.0217 -5.6354 0.0203
H -3.6358 4.1114 -1.6172
H -2.6115 3.6843 -2.9840
C -2.0193 -0.0891 3.0556
N 0.1891 2.4599 0.5409
H 2.5877 0.9803 -5.1524
C -2.9933 -5.2755 0.6390
H -1.4754 5.3427 -1.4850
C -2.0405 -4.3013 0.8467
H -5.4815 -3.2192 -0.4134
C -0.0971 -1.7712 4.3979
C 2.6934 4.4533 2.4244
C 1.2576 -3.4881 -2.5623
Cl 3.4417 -4.6198 -3.7236
H 0.1116 -2.6873 4.9473
C 1.2979 3.0957 1.0922
Se -0.4651 0.5482 -1.5343
C 1.7309 1.2890 -4.5513
H 0.9483 1.6163 -5.2351
H 3.7159 2.8867 -2.2007
H -0.7604 -0.7576 6.1055
C 2.7974 -2.3477 -0.4875
C 0.6024 1.6411 -0.4482
C -0.9408 -3.7571 -3.4947
H 2.2502 0.2091 -1.9117
C 0.6747 -2.7068 -1.5514
C 1.4151 4.0204 2.1237
N -1.1294 -0.9959 5.1825
N -0.6726 -2.4437 -1.5337
C -0.6310 -2.0503 3.0037
H -1.2550 2.8268 1.9557
H -2.3385 0.7321 5.0505
H -1.5087 -2.6971 3.0561
C 1.4357 -2.1504 -0.4706
H -1.8350 2.0293 0.4766
O 0.7901 -1.4670 0.4535
H 1.2484 2.7240 -3.0097
N -2.2997 -3.0004 0.6658
H -2.9221 -0.7055 3.0847
C 3.8121 3.9822 1.7251
H 4.7921 4.3510 1.9937
H -1.0400 -4.5551 1.1781
N 1.9359 1.7393 -0.5600
C -4.2590 -4.8897 0.2008
H -2.5003 -2.6876 -2.4261
H 4.5592 2.7069 0.1606
C 3.4044 -3.1093 -1.5060
H -2.2890 0.8272 2.5396
C -4.5281 -3.5534 -0.0292
H 4.4755 -3.2585 -1.4942
C 3.2509 2.0014 -2.6411
C 2.4068 2.6369 0.3912
C -1.5162 4.2879 -1.2100
H 0.1417 -2.5602 2.4293
H -0.1518 -0.2745 2.1551
H -0.6775 0.9073 4.4484
Ru -1.2143 -1.2725 0.0431
N -1.0047 -0.8196 2.2985
I 3.9396 -1.5117 1.0327
H -0.9733 4.9558 0.7847
H -1.6226 -4.1481 -4.2358
C 2.6650 -3.6720 -2.5070

***

[2]
92
Properties=species:S:1:pos:R:3 method="wB97M-V/def2-TZVPD" total_energy_ha=-3935.085660 spin_multiplicity=1 lumo_energy_ev=-1.09 relative_energy_kj_mol=321.54 homo_lumo_gap_ev=5.97 homo_energy_ha=-0.2595 max_force_ev_per_a=2.58
N 0.9382 2.6732 -1.8333
H 1.7887 -6.1171 -3.2716
H 0.0727 2.1667 -1.7524
H 4.6549 -4.5112 -1.2877
H -3.3534 -3.7973 1.0192
S 1.4859 0.1878 1.7651
H 0.5900 4.2071 3.2011
C 3.2617 3.8573 -2.5028
H -3.0108 -3.8630 -0.7075
C 1.1144 -2.6201 -1.5664
C -2.4405 0.7530 -4.3093
C -0.5652 3.2644 1.0872
C -1.7739 1.1725 -1.9799
C -2.4640 4.5198 1.9400
H -3.4591 2.2361 1.0077
H 3.7377 -1.4292 0.5147
N 4.6517 -2.4111 -1.0984
C -2.7700 2.1692 -1.9472
H -3.7648 0.1869 -0.1169
H 3.3645 -3.1534 0.3983
C -0.7012 1.9111 3.4714
H 0.9997 3.4649 -2.4517
O 1.9011 0.9167 -0.8262
H -4.6214 -1.3360 0.1158
H 5.7476 -3.6527 -2.3998
C 2.0577 2.0099 -1.4587
H 0.5266 3.2598 1.0496
C -0.4891 4.3614 3.2285
C 5.3434 -3.6745 -1.3889
H -0.7639 3.2752 4.9982
H 5.3451 -1.6070 -1.1820
H -3.3093 -1.4167 2.6216
H -2.8398 4.5263 0.9176
H 3.2512 -1.0548 -1.8952
N 0.3917 -3.8415 4.8179
C 0.6525 -3.1272 3.9538
H 4.0634 -2.0898 -3.0785
H -1.1467 1.1287 4.0890
C -2.9432 2.1513 1.9649
C 3.2974 2.6407 -1.7950
H -4.3189 3.2160 -2.9804
N -1.0145 4.3873 1.9135
N 1.2887 0.1216 5.4088
H -3.0523 2.5463 4.5430
H -3.7944 -1.0082 -1.4042
H -3.4525 1.3678 2.5317
C 3.5821 -2.0689 -2.0981
C -2.6154 3.3888 4.0061
H -2.7241 5.4665 2.4217
C -3.7279 -0.8856 -0.3198
C 1.6016 -5.1626 -2.7975
H 0.3766 1.8167 3.5726
H -0.4648 -5.5482 -2.4136
Zr 0.3293 -0.7298 -0.4765
O 0.4988 -0.4744 -2.6045
C 0.9175 -2.2608 2.8565
C -1.5822 0.4934 -3.2201
H 6.1631 -3.8026 -0.6845
C 1.2703 -0.4089 4.3833
C -2.5982 -3.5754 0.2625
S 0.8164 -2.9418 1.2801
C 2.3974 -2.9890 -2.0719
C -3.4106 1.7094 -4.2146
N -1.1046 3.2297 4.0361
H -0.9037 -3.3750 -1.4750
C 0.3485 -4.8381 -2.3282
C 1.1945 -0.9423 3.0781
C 0.1182 -3.5961 -1.7634
H 3.5720 -4.4475 -3.1337
Cl -4.4333 2.0496 -5.5711
C 2.6061 -4.2236 -2.6944
H -1.6905 -0.7138 2.7082
H -0.9379 3.4229 0.0756
H -0.2505 -0.6499 -4.4508
Si -2.1155 -1.7077 0.3653
N 3.1595 4.8443 -3.0923
H -0.7224 5.2950 3.7462
C -3.5667 2.4414 -3.0317
P -1.1620 1.5784 1.6604
H -2.9191 2.7208 -1.0291
C 4.5058 2.0471 -1.4791
O -1.0511 0.9077 -0.9333
C -2.2723 -1.5406 2.2995
N -3.0890 3.4283 2.6719
H -2.8574 4.3237 4.5172
N 5.5048 1.5340 -1.2104
H 4.9591 -2.6206 0.9734
H -2.3017 0.1908 -5.2239
C -0.4139 -0.2791 -3.4308
H -1.7404 -4.2159 0.4690
C 4.1469 -2.4070 0.2793
H -1.8914 -2.4520 2.7611